# 1
{
  "formula": "C4H8NOP",
  "method": "ωB97M-V with the def2-TZVPD basis set",
  "homo_lumo_gap_ev": [7.859, 8.031],
  "e_above_lowest_ev": 4.0630,
  "homo_energy_ev": [-8.7, -8.1],
  "spin_multiplicity": 1,
  "total_energy_ha": -628.42296,
  "species": ["C", "C", "C", "C", "N", "O", "P", "H", "H", "H", "H", "H", "H", "H", "H"],
  "coordinates": [[1.86951, 0.70183, -0.05889], [1.43208, 1.40678, -1.14326], [1.15742, -0.11732, 0.96263], [-0.15416, -0.87774, 0.53159], [-2.39828, -0.65244, -0.88519], [-2.14733, 1.11303, 1.00076], [-1.41538, 0.45800, -0.02051], [3.04337, 0.68888, 0.10016], [1.61318, 2.19533, -1.82232], [1.75605, -0.97817, 1.32100], [0.89265, 0.52156, 1.83682], [-0.09718, -1.47123, -0.34866], [-0.61944, -1.49174, 1.45420], [-1.96234, -1.33884, -1.42164], [-2.97014, -0.15793, -1.50668]]
}

# 2
{
  "formula": "C4H8NOS",
  "method": "ωB97M-V with the def2-TZVPD basis set",
  "homo_lumo_gap_ev": 8.205,
  "e_above_lowest_ev": 3.7316,
  "homo_energy_ev": -13.8,
  "spin_multiplicity": 1,
  "total_energy_ha": -684.98958,
  "charge": 1,
  "species": ["C", "C", "C", "C", "N", "O", "S", "H", "H", "H", "H", "H", "H", "H", "H"],
  "coordinates": [[-1.19275, -1.14023, 0.11799], [0.32401, 0.60373, -0.94737], [-0.59256, 1.43192, 0.05987], [1.47676, -0.90937, 0.54861], [0.41689, -0.73108, -0.41907], [-2.17390, -0.64361, -0.72406], [-1.99657, 0.40265, 0.62856], [-1.28884, -2.16147, 0.46365], [-0.25431, 0.60215, -1.86813], [1.33717, 1.10837, -0.94390], [-0.26219, 2.01623, 0.91716], [-1.14712, 2.14979, -0.55172], [2.19324, -0.14268, 0.50625], [1.99803, -1.82651, 0.58601], [1.16214, -0.75989, 1.62616]]
}

# 3
{
  "formula": "C4H8NS",
  "method": "ωB97M-V with the def2-TZVPD basis set",
  "homo_lumo_gap_ev": 8.633,
  "e_above_lowest_ev": 3.6726,
  "homo_energy_ev": -13.9,
  "spin_multiplicity": 1,
  "total_energy_ha": -609.73498,
  "charge": 1,
  "species": ["C", "C", "C", "C", "N", "S", "H", "H", "H", "H", "H", "H", "H", "H"],
  "coordinates": [[0.00795, 1.22563, 0.96813], [0.78203, 0.72656, 1.97342], [0.27118, 0.76764, -0.46373], [-0.91408, -1.53194, -1.10135], [-0.74175, -0.10953, -1.19224], [0.36394, -2.47444, -0.58971], [-0.69038, 2.04573, 1.10543], [0.49618, 1.03429, 3.02043], [0.32634, 1.60492, -1.14759], [1.10489, 0.09099, -0.31027], [1.44006, -0.16730, 1.77033], [-1.66515, 0.25641, -1.02974], [-0.47069, 0.01711, -2.16662], [-0.31051, -3.48609, -0.83649]]
}

# 4
{
  "formula": "C4H8NS",
  "method": "ωB97M-V with the def2-TZVPD basis set",
  "homo_lumo_gap_ev": 9.287,
  "e_above_lowest_ev": 3.2299,
  "homo_energy_ev": -13.1,
  "spin_multiplicity": 1,
  "total_energy_ha": -609.75125,
  "charge": 1,
  "smiles": "C[NH2+]C=C=CS",
  "species": ["C", "N", "C", "C", "C", "S", "H", "H", "H", "H", "H", "H", "H", "H"],
  "coordinates": [[2.24356, 0.09362, -0.51584], [1.27093, 0.59323, 0.41481], [0.19814, -0.53782, 0.69142], [-1.07785, -0.32471, 0.34707], [-2.18821, -0.17068, -0.29829], [-4.15463, 0.26935, -0.35565], [2.45167, -0.96789, -0.27305], [1.75126, 0.20383, -1.57966], [3.30056, 0.61963, -0.52642], [0.85918, 1.38224, -0.11678], [1.62065, 0.85554, 1.33354], [0.36766, -1.45318, 1.32858], [-2.15740, -0.57532, -1.27632], [-4.48552, 0.01216, 0.82660]]
}

# 5
{
  "formula": "C4H8NS",
  "method": "ωB97M-V with the def2-TZVPD basis set",
  "homo_lumo_gap_ev": [8.639, 8.640],
  "e_above_lowest_ev": 2.9632,
  "homo_energy_ev": [-14.2, -14.2],
  "spin_multiplicity": 1,
  "total_energy_ha": -609.76105,
  "charge": 1,
  "species": ["C", "C", "C", "C", "N", "S", "H", "H", "H", "H", "H", "H", "H", "H"],
  "coordinates": [[-0.85518, -0.06024, -0.90578], [-0.45588, -1.34452, -0.18589], [1.75578, -1.60911, 1.31492], [-0.65234, 2.26640, -0.28257], [-0.48575, 0.89835, -0.17152], [0.42567, -0.63840, 1.29347], [-1.40348, -0.02660, -1.73762], [0.08974, -1.98609, -0.97597], [-1.38297, -2.00747, 0.19167], [2.20596, -2.07280, 0.53822], [2.51951, -1.68760, 2.17969], [-0.62815, 2.87890, 0.59574], [0.30992, 2.81851, -0.79058], [-1.44283, 2.57068, -1.06378]]
}

# 6
{
  "formula": "C4H8NS",
  "method": "ωB97M-V with the def2-TZVPD basis set",
  "homo_lumo_gap_ev": 8.102,
  "e_above_lowest_ev": 2.5235,
  "homo_energy_ev": -13.2,
  "spin_multiplicity": 1,
  "total_energy_ha": -609.77721,
  "charge": 1,
  "smiles": "CC=[N+]=CCS",
  "species": ["C", "C", "N", "C", "C", "S", "H", "H", "H", "H", "H", "H", "H", "H"],
  "coordinates": [[2.60541, -0.06754, -0.72910], [1.36887, -0.06593, 0.27461], [0.13161, 0.33836, 0.35550], [-0.89459, 0.95812, 0.12883], [-2.42031, 0.29250, 0.02400], [-2.39671, -1.14179, 1.04853], [2.29619, 0.41790, -1.60050], [2.72861, -1.22702, -0.78105], [3.42466, 0.27486, -0.28881], [1.75752, -0.47202, 1.22297], [-1.04395, 1.94527, 0.57732], [-3.33562, 0.76446, 0.39016], [-2.58456, 0.03949, -1.03749], [-1.63713, -2.05667, 0.41503]]
}

# 7
{
  "formula": "C4H8NS2",
  "method": "ωB97M-V with the def2-TZVPD basis set",
  "homo_lumo_gap_ev": [6.895, 6.538],
  "e_above_lowest_ev": 3.5455,
  "homo_energy_ev": [-12.5, -12.3],
  "spin_multiplicity": 1,
  "total_energy_ha": -1007.94145,
  "charge": 1,
  "species": ["C", "C", "C", "C", "N", "S", "S", "H", "H", "H", "H", "H", "H", "H", "H"],
  "coordinates": [[0.09418, 0.91484, -1.04212], [0.42580, 2.19543, -1.34215], [-0.66178, 0.61024, 0.30881], [0.19654, -1.55742, 0.56657], [0.20103, -0.26448, 1.09198], [0.41836, -0.53283, -1.86047], [-1.25603, -2.51650, 0.46758], [0.80768, 2.36954, -2.36273], [0.43366, 3.08921, -0.71056], [-0.69552, 1.50081, 0.90185], [-1.54205, -0.03789, 0.04833], [1.10340, -2.04601, 0.60828], [1.17955, 0.07277, 1.00563], [-0.17219, -0.07284, 2.13111], [-0.53263, -3.72487, 0.18787]]
}

# 8
{
  "formula": "C4H8O",
  "method": "ωB97M-V with the def2-TZVPD basis set",
  "homo_lumo_gap_ev": 9.788,
  "e_above_lowest_ev": 2.6601,
  "homo_energy_ev": -9.2,
  "spin_multiplicity": 1,
  "total_energy_ha": -232.34788,
  "smiles": "C=CC.C=O",
  "species": ["C", "C", "C", "H", "H", "H", "H", "H", "H", "C", "O", "H", "H"],
  "coordinates": [[-0.70140, -0.79758, -0.47428], [0.37631, -0.06515, -0.80204], [1.66648, -0.25146, -0.09082], [-1.59955, -0.79714, -1.07571], [-0.61161, -1.57724, 0.27792], [0.29111, 0.77266, -1.49690], [2.49140, 0.33269, -0.50782], [1.49528, 0.05907, 0.95099], [1.92295, -1.31557, -0.10082], [-1.29479, 0.84842, 0.79047], [-0.24362, 1.30211, 1.21534], [-1.98515, 0.26267, 1.42811], [-1.80742, 1.22652, -0.11445]]
}